[1]
C17H18F6O18 | ωB97M-V with the def2-TZVPD basis set

The highest occupied orbital energy is -11.2 eV. The value obtained for the lowest unoccupied orbital energy is 0.31 eV. The spin multiplicity is 1.

Last column: Mulliken charge in e.
Element x y z (Å)
C 2.846 2.570 1.177  -0.3090
O 2.271 3.502 2.122  -0.3816
C 3.020 3.743 3.193  0.7407
O 2.776 3.470 4.318  -0.4903
O 4.112 4.486 2.778  -0.0791
F 5.102 4.350 3.758  -0.1317
H 3.829 2.889 0.839  0.3663
H 2.914 1.588 1.641  0.3111
H 2.167 2.522 0.335  -0.0208
C -0.631 2.402 -3.037  -0.5674
C 0.386 3.489 -2.763  0.3502
O 1.360 2.806 -1.985  -0.3077
C 1.303 1.485 -2.314  0.6036
O 2.123 0.677 -2.024  -0.5141
O 0.191 1.227 -3.025  -0.2245
F -0.122 4.509 -2.036  -0.2830
H -1.373 2.341 -2.242  0.3151
H -1.133 2.495 -3.994  0.3609
H 0.870 3.900 -3.651  0.2404
C 1.137 1.717 6.447  -0.1914
C -0.071 0.939 5.971  0.2949
O 0.258 -0.389 6.321  -0.3164
C 1.131 -0.347 7.372  0.6343
O 1.426 -1.280 8.036  -0.4968
O 1.590 0.912 7.543  -0.3331
F -0.244 1.017 4.628  -0.2571
H 1.902 1.753 5.674  0.1996
H 0.914 2.724 6.786  0.2525
H -1.012 1.210 6.455  0.2281
C -2.489 -1.962 -4.970  -0.3895
C -2.348 -2.269 -3.495  0.7425
O -2.320 -0.976 -2.916  -0.2977
C -2.975 -0.129 -3.750  0.7898
O -3.313 0.973 -3.457  -0.5827
O -3.185 -0.710 -4.947  -0.3481
F -1.192 -2.915 -3.206  -0.3072
H -1.513 -1.820 -5.434  0.3141
H -3.065 -2.704 -5.515  0.2880
H -3.183 -2.826 -3.074  -0.1919
C 4.370 -1.414 -0.411  -0.2768
C 5.447 -0.384 -0.147  0.3244
O 6.431 -1.128 0.535  -0.3094
C 6.303 -2.438 0.167  0.6056
O 7.104 -3.280 0.385  -0.4868
O 5.136 -2.620 -0.494  -0.3390
F 5.009 0.625 0.651  -0.2331
H 3.683 -1.476 0.435  0.2408
H 3.815 -1.243 -1.328  0.2367
H 5.887 0.056 -1.044  0.2369
C -7.240 -4.143 -1.295  -0.4305
C -6.701 -2.783 -0.896  0.3097
O -5.692 -2.563 -1.867  -0.2723
C -6.002 -3.288 -2.975  0.6431
O -5.474 -3.152 -4.029  -0.4789
O -6.988 -4.165 -2.704  -0.3385
F -6.144 -2.790 0.334  -0.2696
H -6.667 -4.936 -0.812  0.2811
H -8.300 -4.275 -1.102  0.2718
H -7.425 -1.969 -0.951  0.2738

=====

[2]
C17H18N2O3S | ωB97M-V with the def2-TZVPD basis set

The calculation puts the energy above the lowest of the compared OMol25 structures with the same formula, charge and spin at 179.6 kJ/mol. The highest occupied orbital energy is -7.9 eV. The value obtained for the lowest unoccupied orbital energy is 0.54 eV. The spin multiplicity is 1.

Last column: Mulliken charge in e.
Element x y z (Å)
C -0.010 0.592 2.149  -1.0568
C 0.083 -0.566 1.526  0.2409
C -0.703 -0.976 0.312  -1.1278
N -1.596 0.051 -0.176  -0.0632
C -1.113 1.136 -0.874  0.6191
N 0.043 1.382 -1.310  -0.6242
C 1.211 0.681 -1.368  0.1481
C 2.270 1.016 -0.515  -0.1351
C 3.481 0.379 -0.638  -0.8721
C 3.698 -0.594 -1.621  0.1554
C 2.647 -0.905 -2.487  -0.5553
C 1.426 -0.283 -2.363  -0.5952
H 0.617 -0.525 -3.038  0.4336
H 2.774 -1.646 -3.261  0.3502
C 5.028 -1.230 -1.685  1.0643
O 5.891 -0.989 -0.865  -0.6198
C 5.277 -2.199 -2.819  -1.4023
H 5.115 -1.709 -3.776  0.3903
H 4.601 -3.049 -2.741  0.3639
H 6.303 -2.554 -2.765  0.3428
H 4.299 0.620 0.024  0.4492
H 2.113 1.769 0.241  0.5032
S -2.405 2.314 -1.114  -0.2302
C -3.506 1.302 -0.217  -0.2231
C -2.924 0.168 0.203  0.4108
C -3.606 -0.902 0.993  -1.4137
C -3.032 -1.012 2.401  0.8893
O -2.531 -2.004 2.857  -0.5853
O -3.168 0.136 3.057  -0.2271
C -2.663 0.167 4.387  -0.6774
H -1.615 -0.140 4.396  0.3211
H -2.768 1.193 4.727  0.2346
H -3.237 -0.510 5.023  0.2961
H -3.516 -1.876 0.506  0.3685
H -4.662 -0.642 1.077  0.4024
H -4.518 1.614 -0.067  0.4656
H -1.282 -1.873 0.549  0.5460
H -0.001 -1.242 -0.487  0.5228
H 0.772 -1.326 1.866  0.3319
H 0.600 0.816 3.007  0.3436
H -0.685 1.371 1.835  0.2148

=====

[3]
C17H18N4O10P2S3Sr | ωB97M-V with the def2-TZVPD basis set

The calculation puts the energy above the lowest of the compared OMol25 structures with the same formula, charge and spin at 65.5 kJ/mol. The highest occupied orbital energy is -7.1 eV. The value obtained for the lowest unoccupied orbital energy is -1.03 eV. The spin multiplicity is 1.

Last column: Mulliken charge in e.
Element x y z (Å)
Sr 0.999 0.758 -1.740  1.5483
O -0.930 -2.853 -3.461  -0.4727
C -0.082 -1.872 -3.214  0.0719
O -0.373 -0.701 -3.375  -0.5950
C 1.308 -2.331 -2.921  0.4752
C 1.640 -3.667 -2.754  -0.3128
C 2.975 -3.976 -2.546  -0.5662
C 3.915 -2.958 -2.495  -0.4125
C 3.482 -1.649 -2.667  0.4025
N 2.210 -1.360 -2.900  -0.2442
C 4.371 -0.425 -2.609  0.3852
O 5.506 -0.536 -1.910  -0.4965
O 4.097 0.576 -3.205  -0.5322
H -1.817 -2.470 -3.559  0.4124
H 0.874 -4.427 -2.775  0.5251
H 3.282 -5.005 -2.418  0.4566
H 4.962 -3.181 -2.339  0.4787
H 5.459 -1.250 -1.263  0.3371
N 3.647 3.843 0.749  -0.2863
C 2.357 3.078 0.963  0.8550
C 1.755 3.559 2.282  -1.9458
P 2.982 1.315 1.138  0.4597
O 1.918 0.619 2.102  -0.4480
O 4.304 1.535 1.797  -0.9131
O 2.883 0.627 -0.189  -0.3146
P 1.234 3.621 -0.401  0.7483
O 2.205 3.221 -1.705  -0.5119
O 1.142 5.091 -0.326  -0.7944
O 0.083 2.668 -0.491  -0.6790
H 4.347 3.343 1.343  0.3902
H 3.533 4.830 0.981  0.3791
H 3.930 3.768 -0.231  0.2704
H 2.421 3.340 3.121  0.4445
H 0.810 3.045 2.450  0.4032
H 1.552 4.631 2.247  0.5072
H 2.173 0.626 3.032  0.3175
H 2.180 3.946 -2.345  0.2328
S -5.684 0.450 -1.056  -0.3589
C -4.285 -0.187 -0.447  0.1393
S -2.790 -0.192 -1.363  -0.0740
C -1.980 -1.076 -0.070  0.3000
N -2.758 -1.302 0.931  -0.8295
N -4.022 -0.795 0.734  0.5961
C -4.945 -1.031 1.790  0.4683
C -4.804 -2.202 2.530  -0.2739
C -5.681 -2.461 3.570  -0.5368
C -6.692 -1.564 3.879  -0.4257
C -6.817 -0.395 3.144  -0.6306
C -5.947 -0.119 2.101  -0.4920
S -0.338 -1.580 -0.147  -0.3141
H -4.005 -2.886 2.289  0.4485
H -5.570 -3.374 4.141  0.3468
H -7.376 -1.774 4.690  0.3725
H -7.596 0.317 3.384  0.3588
H -6.044 0.791 1.533  0.3292

=====

[4]
C17H18N4O5S | ωB97M-V with the def2-TZVPD basis set

The calculation puts the energy above the lowest of the compared OMol25 structures with the same formula, charge and spin at 467.2 kJ/mol. The highest occupied orbital energy is -9.0 eV. The value obtained for the lowest unoccupied orbital energy is -0.77 eV. The spin multiplicity is 1.

Last column: Mulliken charge in e.
Element x y z (Å)
O 0.939 -0.447 -0.085  -0.6525
C 0.320 0.050 0.835  -0.0356
N -0.794 -0.520 1.344  0.0221
H -1.267 -0.091 2.123  0.3043
C -1.284 -1.817 0.915  -0.0585
C -1.163 -2.828 2.007  -0.0992
C -0.130 -3.635 2.385  -0.5115
C -0.581 -4.349 3.522  -0.5437
C -1.850 -3.919 3.753  -0.4610
O -2.211 -2.997 2.845  -0.3699
H -2.574 -4.182 4.498  0.4628
H -0.035 -5.078 4.084  0.4357
H 0.825 -3.711 1.908  0.5550
H -0.670 -2.111 0.060  0.2520
H -2.332 -1.729 0.614  0.3506
C 0.681 1.364 1.520  0.6330
C -0.259 2.488 1.044  -1.4133
N -0.002 2.882 -0.310  0.2272
S -1.059 2.480 -1.501  1.3779
O -0.868 3.392 -2.585  -0.7242
O -2.353 2.386 -0.882  -0.7817
C -0.696 0.835 -2.134  -0.3502
C -1.637 -0.141 -2.027  -0.0827
C -1.446 -1.443 -2.558  -0.7149
C -0.307 -1.791 -3.218  -0.8084
C 0.684 -0.800 -3.358  0.9077
N 1.869 -0.813 -3.936  -0.6055
O 2.376 0.401 -3.770  -0.0997
N 1.573 1.225 -3.103  -0.4184
C 0.491 0.529 -2.817  0.6015
H -0.144 -2.776 -3.624  0.4453
H -2.237 -2.167 -2.429  0.4649
H -2.557 0.104 -1.518  0.5643
C 1.354 3.272 -0.612  -1.0246
C 2.356 2.201 -0.185  0.0870
C 2.133 1.788 1.268  -1.5436
H 2.801 0.963 1.519  0.4307
H 2.363 2.628 1.929  0.4382
H 2.248 1.324 -0.818  0.0149
H 3.368 2.588 -0.310  0.3904
H 1.562 4.212 -0.084  0.3885
H 1.400 3.449 -1.685  0.4555
H -0.111 3.362 1.692  0.4898
H -1.308 2.193 1.090  0.5447
H 0.531 1.228 2.597  0.4550

=====

[5]
C17H18N6O3 | ωB97M-V with the def2-TZVPD basis set

The calculation puts the energy above the lowest of the compared OMol25 structures with the same formula, charge and spin at 140.1 kJ/mol. The highest occupied orbital energy is -8.0 eV. The value obtained for the lowest unoccupied orbital energy is -0.09 eV. The spin multiplicity is 1.

Last column: Mulliken charge in e.
Element x y z (Å)
C 5.046 0.385 0.789  -1.6487
C 3.692 -0.218 0.574  1.2054
C 2.554 0.419 1.048  -1.0790
C 1.291 -0.111 0.863  -0.7949
C 1.146 -1.308 0.175  0.3346
C 2.284 -1.961 -0.293  -0.6071
C 3.550 -1.434 -0.104  0.9982
C 4.753 -2.161 -0.623  -1.7767
H 5.433 -2.406 0.193  0.3427
H 5.299 -1.541 -1.333  0.3350
H 4.463 -3.083 -1.120  0.3729
H 2.175 -2.900 -0.819  0.2975
N -0.089 -1.906 -0.059  -0.0284
C -1.344 -1.428 0.063  0.0142
N -1.564 -0.189 0.487  -0.1041
C -2.819 0.245 0.538  0.7181
N -3.008 1.505 0.937  -0.0721
C -1.914 2.406 1.198  -0.8453
C -1.055 2.607 -0.013  0.4114
C -1.356 2.624 -1.342  -0.3806
C -0.128 2.819 -2.021  -0.6709
C 0.822 2.908 -1.054  -0.4775
O 0.269 2.782 0.165  -0.3100
H 1.883 3.052 -1.098  0.5171
H 0.018 2.883 -3.080  0.4556
H -2.325 2.511 -1.784  0.5615
H -2.342 3.355 1.533  0.3983
H -1.281 2.006 1.999  0.3456
H -3.971 1.838 0.922  0.2816
C -3.920 -0.609 0.186  -0.6345
N -5.232 -0.183 0.215  1.1801
O -6.138 -0.958 -0.109  -0.8024
O -5.493 0.977 0.559  -0.7976
C -3.556 -1.936 -0.225  0.5207
N -2.286 -2.310 -0.292  -0.6809
N -4.467 -2.852 -0.562  -0.3509
H -4.141 -3.756 -0.853  0.2185
H -5.446 -2.590 -0.549  0.2573
H -0.064 -2.839 -0.451  0.2629
H 0.418 0.391 1.237  0.6330
H 2.653 1.355 1.578  0.3334
H 5.683 -0.290 1.360  0.3595
H 4.967 1.325 1.330  0.3711
H 5.540 0.575 -0.164  0.3353

=====

> Which value of lowest unoccupied orbital energy does entry 3 give?

-1.03 eV

=====

What did the fourth record say?
C17H18N4O5S | ωB97M-V with the def2-TZVPD basis set

The calculation puts the energy above the lowest of the compared OMol25 structures with the same formula, charge and spin at 467.2 kJ/mol. The highest occupied orbital energy is -9.0 eV. The value obtained for the lowest unoccupied orbital energy is -0.77 eV. The spin multiplicity is 1.

Last column: Mulliken charge in e.
Element x y z (Å)
O 0.939 -0.447 -0.085  -0.6525
C 0.320 0.050 0.835  -0.0356
N -0.794 -0.520 1.344  0.0221
H -1.267 -0.091 2.123  0.3043
C -1.284 -1.817 0.915  -0.0585
C -1.163 -2.828 2.007  -0.0992
C -0.130 -3.635 2.385  -0.5115
C -0.581 -4.349 3.522  -0.5437
C -1.850 -3.919 3.753  -0.4610
O -2.211 -2.997 2.845  -0.3699
H -2.574 -4.182 4.498  0.4628
H -0.035 -5.078 4.084  0.4357
H 0.825 -3.711 1.908  0.5550
H -0.670 -2.111 0.060  0.2520
H -2.332 -1.729 0.614  0.3506
C 0.681 1.364 1.520  0.6330
C -0.259 2.488 1.044  -1.4133
N -0.002 2.882 -0.310  0.2272
S -1.059 2.480 -1.501  1.3779
O -0.868 3.392 -2.585  -0.7242
O -2.353 2.386 -0.882  -0.7817
C -0.696 0.835 -2.134  -0.3502
C -1.637 -0.141 -2.027  -0.0827
C -1.446 -1.443 -2.558  -0.7149
C -0.307 -1.791 -3.218  -0.8084
C 0.684 -0.800 -3.358  0.9077
N 1.869 -0.813 -3.936  -0.6055
O 2.376 0.401 -3.770  -0.0997
N 1.573 1.225 -3.103  -0.4184
C 0.491 0.529 -2.817  0.6015
H -0.144 -2.776 -3.624  0.4453
H -2.237 -2.167 -2.429  0.4649
H -2.557 0.104 -1.518  0.5643
C 1.354 3.272 -0.612  -1.0246
C 2.356 2.201 -0.185  0.0870
C 2.133 1.788 1.268  -1.5436
H 2.801 0.963 1.519  0.4307
H 2.363 2.628 1.929  0.4382
H 2.248 1.324 -0.818  0.0149
H 3.368 2.588 -0.310  0.3904
H 1.562 4.212 -0.084  0.3885
H 1.400 3.449 -1.685  0.4555
H -0.111 3.362 1.692  0.4898
H -1.308 2.193 1.090  0.5447
H 0.531 1.228 2.597  0.4550

=====

> Which value of spin multiplicity does entry 1 give?

1